No. 1
The following is a quantum chemistry calculation of a single C19H25N3OS2 molecule, from OMol25.

XYZ file:
```
50
Properties=species:S:1:pos:R:3
C 3.747 -2.968 -5.185
C 2.945 -3.028 -3.891
C 1.514 -2.536 -4.091
H 1.014 -3.156 -4.837
H 1.531 -1.509 -4.465
C 0.704 -2.579 -2.796
N 1.249 -1.683 -1.805
C 1.696 -2.087 -0.607
O 1.651 -3.231 -0.201
C 2.220 -0.928 0.258
N 1.105 -0.193 0.812
C 0.454 0.777 0.135
N -0.761 1.159 0.591
C -1.440 0.452 1.663
C -1.588 -1.024 1.367
C -1.390 -1.972 2.365
C -1.492 -3.322 2.080
C -1.788 -3.739 0.794
C -1.997 -2.801 -0.202
C -1.900 -1.451 0.082
H -2.051 -0.722 -0.701
H -2.232 -3.122 -1.206
H -1.851 -4.792 0.568
H -1.327 -4.048 2.861
H -1.150 -1.648 3.369
H -0.919 0.599 2.619
H -2.431 0.904 1.762
C -1.406 2.353 0.087
C -1.521 3.402 1.141
C -2.616 4.122 1.506
C -2.350 5.043 2.546
C -1.060 4.999 2.960
S -0.135 3.844 2.085
H -0.585 5.575 3.729
H -3.091 5.700 2.964
H -3.581 4.007 1.045
H -2.405 2.105 -0.291
H -0.797 2.715 -0.750
S 1.141 1.490 -1.208
H 0.588 -0.707 1.510
H 2.807 -1.336 1.082
H 2.831 -0.245 -0.335
H 1.313 -0.698 -2.045
H -0.336 -2.299 -3.001
H 0.723 -3.581 -2.360
H 3.434 -2.414 -3.131
H 2.923 -4.055 -3.519
H 4.762 -3.321 -5.022
H 3.285 -3.589 -5.950
H 3.794 -1.947 -5.556
```

Calculated values
* DFT total energy: -48298.1276 eV
* LUMO level: 0.02267 Eh
* HOMO: -8.27 eV
* structure (SMILES): CCCCNC(=O)CNC(=S)N(Cc1ccccc1)Cc1cccs1
* 2S+1: 1
* energy above the lowest of the compared OMol25 structures with the same formula, charge and spin: 0.078 eV


No. 2
The following is a quantum chemistry calculation of 2 unconnected molecules or ions with the total composition C3H4O2 in a non-equilibrium geometry, from OMol25.

XYZ file:
```
9
Properties=species:S:1:pos:R:3
C -2.012 -0.385 0.127
C -1.540 0.298 -0.734
C 1.584 0.708 0.138
O 0.442 0.913 0.420
O 2.210 -0.459 -0.291
H -2.284 -1.175 0.778
H -1.405 1.091 -1.465
H 2.320 1.433 0.036
H 1.772 -1.182 0.154
```

Calculated values
* DFT total energy: -7267.7042 eV
* LUMO level: 0.02933 Eh
* HOMO: -9.69 eV
* structure (SMILES): O=CO.C#C
* 2S+1: 1
* energy above the lowest of the compared OMol25 structures with the same formula, charge and spin: 2.982 eV


No. 3
The following is a quantum chemistry calculation of a molecular structure, C10H8FeN3O6 in a non-equilibrium geometry, from OMol25.

XYZ file:
```
28
Properties=species:S:1:pos:R:3
O -0.260 3.046 -3.967
C -0.181 2.425 -2.987
Fe -0.219 1.202 -1.759
O -0.276 3.315 0.568
C -0.015 2.395 -0.089
C 0.096 -0.350 -2.778
O 0.041 -1.552 -2.634
C 1.555 0.736 -1.904
O 2.693 0.522 -1.792
C -1.948 1.262 -2.017
O -3.031 1.530 -2.329
H 0.063 0.203 -3.770
C 1.952 -0.062 3.118
N 0.906 -0.547 2.194
C 0.102 -1.591 2.522
C -0.908 -1.967 1.697
C -1.069 -1.291 0.466
N -0.297 -0.249 0.146
C 0.649 0.174 1.036
O 1.302 1.270 0.872
N -2.044 -1.679 -0.411
H 2.465 0.767 2.634
H 2.652 -0.873 3.340
H 1.488 0.266 4.055
H 0.323 -2.091 3.455
H -1.574 -2.799 1.864
H -2.678 -2.400 -0.134
H -1.787 -1.663 -1.394
```

Calculated values
* DFT total energy: -61629.9848 eV
* LUMO level (alpha / beta): -0.14033 / -0.25672 Eh
* HOMO (alpha / beta): -10.49 / -13.13 eV
* 2S+1: 5
* energy above the lowest of the compared OMol25 structures with the same formula, charge and spin: 0.738 eV
* total charge: +1


No. 4
The following is a quantum chemistry calculation of 5 unconnected molecules or ions with the total composition C8H26O5 in a non-equilibrium geometry, from OMol25.

XYZ file:
```
39
Properties=species:S:1:pos:R:3
C 0.326 1.307 -4.723
O -0.951 0.693 -4.474
H 0.331 2.027 -5.542
H 0.523 1.802 -3.772
H 1.104 0.550 -4.820
H -0.922 0.046 -3.766
C -0.362 -6.907 1.373
O -0.492 -5.549 1.551
H -1.260 -7.516 1.482
H 0.025 -7.106 0.373
H 0.316 -7.406 2.064
H -0.656 -5.407 2.486
C -3.237 4.558 0.617
C -2.889 3.295 -0.117
C -3.840 2.120 0.296
O -3.152 3.510 -1.480
H -4.290 4.829 0.541
H -2.639 5.304 0.094
H -3.027 4.565 1.687
H -1.819 3.138 0.023
H -4.875 2.437 0.169
H -3.727 1.777 1.324
H -3.750 1.239 -0.339
H -2.588 2.888 -1.945
C 4.409 -0.928 1.781
C 3.169 -0.246 1.418
C 3.109 1.121 2.067
O 3.047 -0.090 0.089
H 5.292 -0.347 1.519
H 4.440 -1.955 1.418
H 4.442 -1.026 2.866
H 2.320 -0.773 1.853
H 2.771 0.936 3.087
H 2.389 1.764 1.559
H 4.028 1.707 2.061
H 3.725 0.508 -0.234
O -0.714 -2.185 -1.110
H -0.660 -2.982 -0.583
H 0.082 -1.700 -0.894
```

Calculated values
* DFT total energy: -18953.0525 eV
* LUMO level: 0.01294 Eh
* HOMO: -9.96 eV
* structure (SMILES): CC(C)O.CC(C)O.CO.CO.O
* 2S+1: 1
* energy above the lowest of the compared OMol25 structures with the same formula, charge and spin: 1.594 eV


No. 5
The following is a quantum chemistry calculation of a molecular structure, C3H7NS4 in a non-equilibrium geometry, from OMol25.

XYZ file:
```
15
Properties=species:S:1:pos:R:3
C 1.303 -0.773 -0.367
C 0.589 -1.938 0.379
C -1.023 0.094 -0.082
N 0.606 0.446 0.178
S -1.232 -1.583 0.154
S -1.999 0.927 1.196
S -1.470 0.748 -1.812
S 1.040 2.065 0.011
H 2.301 -0.724 -0.021
H 1.244 -0.891 -1.393
H 0.919 -2.824 -0.108
H 0.942 -2.060 1.421
H -2.001 2.141 0.610
H -1.744 2.057 -1.493
H 0.524 2.314 1.327
```

Calculated values
* DFT total energy: -48053.4672 eV
* LUMO level: 0.01846 Eh
* HOMO: -8.55 eV
* 2S+1: 1
* energy above the lowest of the compared OMol25 structures with the same formula, charge and spin: 1.418 eV


No. 6
The following is a quantum chemistry calculation of 2 unconnected molecules or ions with the total composition C4H7N2S in a non-equilibrium geometry, from OMol25.

XYZ file:
```
14
Properties=species:S:1:pos:R:3
C 0.387 0.118 -0.054
C 2.634 1.879 -0.810
C -1.222 -1.182 0.961
C -2.010 -0.568 -0.253
N 2.371 1.250 0.168
N 0.184 -0.872 0.708
S -0.934 0.809 -0.814
H 3.569 2.378 -0.875
H 2.128 2.091 -1.687
H -1.578 -0.661 1.890
H -1.331 -2.315 1.016
H -1.930 -1.240 -1.217
H -3.096 -0.269 -0.176
H 0.828 -1.418 1.143
```

Calculated values
* DFT total energy: -18065.6046 eV
* LUMO level (alpha / beta): -0.21607 / -0.21420 Eh
* HOMO (alpha / beta): -14.00 / -14.00 eV
* 2S+1: 1
* energy above the lowest of the compared OMol25 structures with the same formula, charge and spin: 4.788 eV
* total charge: +1